A gas-phase ion, C4H5O5 (charge -1), computed with ωB97M-V/def2-TZVPD.

Calculated values
Spin multiplicity: 1
LUMO (spin up / spin down) (eV): 3.525 / 3.525
Total charge: -1
HOMO (spin up / spin down) (eV): -2.31 / -2.31
Frontier orbital gap (spin up / spin down) (eV): 5.83 / 5.83

Geometry (Å):
1 O -1.327 0.634 0.923
2 C -0.443 0.080 0.155
3 C -0.212 0.935 -1.056
4 O -1.040 2.071 -1.008
5 O 0.343 -0.918 0.385
6 C 0.618 -1.682 1.466
7 O -0.144 -1.548 2.629
8 C 1.623 -2.598 1.197
9 O 2.177 -3.454 1.912
10 H 0.948 1.228 -1.106
11 H -0.600 0.419 -1.979
12 H -1.673 1.686 -0.243
13 H -0.801 -0.889 2.330
14 H 1.817 -2.540 0.139

Force components x, y, z for each atom (eV/Å):
1.4 -2.6 -0.3
-1.3 1.8 2.2
1.6 0.1 -2.3
-1.2 -0.9 2.0
-1.2 2.1 -2.0
1.1 -1.8 1.5
-0.3 0.8 -1.2
-1.3 0.3 0.6
0.3 -0.4 0.6
-2.4 -0.7 -0.1
1.3 -0.2 0.5
1.4 1.5 -1.3
-0.1 -0.1 0.8
0.7 0.1 -1.1



2 unconnected molecules or ions with the total composition C4H12O3, computed with ωB97M-V/def2-TZVPD.

Calculated values
Spin multiplicity: 1
LUMO (eV): 0.446
Total charge: 0
HOMO (eV): -9.96
Frontier orbital gap (eV): 10.41

Geometry (Å):
1 O -0.618 1.859 0.872
2 C -1.127 0.544 1.187
3 C -0.048 -0.383 1.715
4 C 0.501 -1.310 0.621
5 C 1.399 -0.638 -0.409
6 O 1.109 -1.120 -1.729
7 H -0.065 1.798 0.088
8 H -1.932 0.799 1.873
9 H -1.510 0.126 0.271
10 H 0.778 0.267 2.018
11 H -0.341 -0.959 2.588
12 H -0.321 -1.830 0.134
13 H 1.082 -2.090 1.100
14 H 2.437 -0.893 -0.211
15 H 1.254 0.433 -0.440
16 H 0.712 -0.410 -2.245
17 O -0.709 1.158 -2.446
18 H -1.392 0.849 -3.059
19 H -1.209 1.801 -1.927

Force components x, y, z for each atom (eV/Å):
0.0 0.0 -0.1
0.3 1.0 -0.1
0.7 0.2 -0.3
-0.1 -0.2 0.7
-0.7 -0.5 -1.0
0.2 -0.2 0.0
0.1 -0.1 0.0
0.0 -0.6 0.1
-0.6 -0.3 -0.3
-0.1 0.0 0.4
-0.3 0.0 0.0
-0.1 0.1 -0.3
0.1 -0.3 0.1
0.1 0.3 0.1
0.3 0.4 0.3
-0.1 0.0 0.2
-0.6 0.2 -0.1
0.4 -0.2 0.0
0.3 0.0 0.2



A molecular structure, C51H38AsCl4N8S5Sm, computed with ωB97M-V/def2-TZVPD.

Calculated values
Spin multiplicity: 6
LUMO (spin up / spin down) (eV): 3.536 / 3.536
Total charge: -2
HOMO (spin up / spin down) (eV): -1.66 / -1.66
Frontier orbital gap (spin up / spin down) (eV): 5.20 / 5.20

Geometry (Å):
1 Sm 0.122 -0.603 0.006
2 Cl -1.881 4.711 7.494
3 C -1.267 3.969 6.037
4 C -1.517 2.628 5.796
5 C -1.031 2.050 4.635
6 C -0.311 2.799 3.701
7 C -0.053 4.139 3.988
8 C -0.534 4.732 5.146
9 C 0.215 2.130 2.486
10 C -0.126 2.536 1.224
11 C -1.106 3.610 1.018
12 C -1.961 3.876 0.007
13 C -0.099 1.865 -0.972
14 C -0.307 1.785 -2.333
15 C -2.525 3.598 -2.463
16 C -3.552 3.195 -3.307
17 C -3.568 3.571 -4.642
18 C -2.534 4.352 -5.129
19 Cl -2.520 4.798 -6.817
20 C -1.498 4.768 -4.314
21 C -1.491 4.376 -2.983
22 C -0.183 0.460 -3.019
23 N 0.603 -0.487 -2.297
24 C 1.335 -1.185 -3.165
25 C 2.151 -2.271 -2.821
26 C 2.790 -3.037 -3.906
27 C 2.060 -3.468 -5.022
28 C 2.661 -4.146 -6.070
29 C 4.018 -4.412 -6.014
30 Cl 4.792 -5.252 -7.336
31 C 4.771 -4.024 -4.919
32 C 4.158 -3.340 -3.883
33 C 2.413 -2.638 -1.466
34 C 3.098 -3.847 -1.065
35 C 3.239 -3.798 0.282
36 C 2.630 -2.575 0.728
37 N 2.103 -1.908 -0.374
38 C 2.689 -2.105 2.032
39 C 2.170 -0.905 2.583
40 C 2.554 -0.336 3.821
41 C 1.877 0.859 3.937
42 C 1.084 0.993 2.772
43 N 1.262 -0.074 1.966
44 C 3.552 -2.890 2.961
45 C 4.924 -2.653 2.979
46 C 5.762 -3.359 3.828
47 C 5.217 -4.325 4.657
48 Cl 6.263 -5.220 5.728
49 C 3.857 -4.581 4.657
50 C 3.028 -3.858 3.809
51 C 1.179 -0.600 -4.511
52 C 0.290 0.394 -4.427
53 N 0.563 2.001 0.132
54 H -2.080 2.042 6.509
55 H -1.212 0.999 4.437
56 H 0.553 4.722 3.305
57 H -0.332 5.772 5.363
58 H -1.153 4.313 1.838
59 H -3.312 2.474 -0.828
60 H -4.326 2.534 -2.934
61 H -4.353 3.231 -5.303
62 H -0.687 5.353 -4.726
63 H -0.679 4.682 -2.337
64 H 0.993 -3.285 -5.056
65 H 2.079 -4.475 -6.920
66 H 5.831 -4.242 -4.886
67 H 4.750 -3.009 -3.040
68 H 3.402 -4.636 -1.733
69 H 3.699 -4.535 0.922
70 H 3.278 -0.741 4.511
71 H 1.940 1.581 4.735
72 H 5.333 -1.901 2.316
73 H 6.826 -3.167 3.844
74 H 3.452 -5.339 5.313
75 H 1.962 -4.049 3.803
76 H 1.728 -0.911 -5.385
77 H -0.071 1.064 -5.192
78 S -4.489 -1.993 -1.470
79 As -2.508 -1.311 -1.178
80 S -1.128 -2.947 -0.857
81 S -2.013 -0.315 -3.157
82 S -2.487 -0.036 0.591
83 N -3.358 -3.464 1.688
84 C -3.037 -2.512 2.577
85 N -4.074 -1.744 3.011
86 S -1.507 -2.382 3.241
87 H -4.114 -3.265 1.035
88 H -2.573 -3.930 1.260
89 H -4.816 -1.621 2.334
90 H -3.790 -0.890 3.459
91 N -1.450 1.797 -1.297
92 C -2.362 2.944 -1.118
93 N -2.659 5.087 0.001
94 C -4.071 5.183 -0.311
95 C -4.322 6.301 -1.322
96 C -3.793 7.617 -0.753
97 C -2.320 7.459 -0.373
98 C -2.139 6.290 0.602
99 H -4.628 5.420 0.612
100 H -4.444 4.234 -0.684
101 H -5.392 6.376 -1.534
102 H -3.807 6.064 -2.255
103 H -4.372 7.882 0.139
104 H -3.914 8.422 -1.483
105 H -1.944 8.382 0.078
106 H -1.742 7.250 -1.277
107 H -2.654 6.523 1.550
108 H -1.080 6.156 0.821

Force components x, y, z for each atom (eV/Å):
0.6 -0.5 0.4
0.0 0.0 0.1
0.0 0.0 -0.1
0.0 0.0 0.0
-0.1 0.1 0.0
-0.1 0.0 0.1
0.0 -0.1 0.1
0.0 0.0 0.1
-0.2 0.1 -0.4
0.1 -0.2 0.4
0.0 0.2 0.0
-0.1 -0.1 0.3
-1.0 1.6 0.0
0.5 -0.2 -0.2
0.2 -0.2 0.0
0.1 0.0 0.0
0.0 0.0 -0.1
-0.1 0.0 0.2
0.0 0.1 -0.1
0.0 0.0 0.1
-0.2 0.1 0.0
-1.3 -0.3 0.1
0.7 -0.1 -0.4
0.0 0.0 0.6
0.0 0.0 0.0
0.1 0.0 0.0
0.0 -0.1 0.1
0.1 0.0 -0.1
-0.1 0.0 0.1
0.0 -0.1 -0.1
0.0 0.0 0.0
-0.1 0.0 -0.1
-0.2 0.4 -0.1
0.1 -0.1 0.2
0.0 -0.2 -0.2
0.1 0.2 0.7
0.1 0.0 -0.2
0.2 -0.2 -0.6
0.0 0.3 0.3
0.1 -0.2 -0.2
-0.2 0.2 -0.1
0.3 0.1 0.1
0.6 -0.1 0.5
0.1 -0.1 0.0
0.0 0.0 0.0
0.0 0.0 0.0
-0.1 0.1 -0.1
0.1 -0.1 0.1
0.0 -0.1 0.1
0.0 0.1 0.0
0.0 0.2 -0.2
0.1 -0.2 0.1
0.3 -0.6 -0.4
0.0 0.0 0.0
0.0 0.0 0.0
0.0 0.0 0.0
0.0 0.0 0.0
-0.1 0.0 0.0
0.0 0.0 0.0
0.0 0.0 0.0
0.0 0.0 0.0
0.0 0.0 0.0
0.0 0.0 0.0
0.0 0.0 0.0
0.0 0.0 0.0
0.0 0.0 0.0
0.0 0.0 0.0
0.0 0.0 0.0
0.0 0.0 0.0
0.0 -0.1 0.0
0.0 0.0 0.0
0.0 0.0 0.0
0.0 0.0 0.0
0.0 0.0 0.0
0.0 0.0 0.0
0.0 0.0 0.0
0.0 0.0 -0.1
-0.1 0.0 -0.1
-1.6 -0.6 -0.2
0.1 0.2 -0.1
0.4 0.2 0.0
-0.3 -0.3 0.0
-0.3 0.1 -0.3
0.1 -0.4 0.5
-0.2 0.1 -0.2
0.2 0.0 0.2
0.1 0.0 0.0
0.1 0.1 -0.1
0.0 0.1 0.0
0.1 0.0 0.0
0.7 0.6 0.0
0.1 -0.1 -0.2
0.0 0.1 -0.1
0.0 0.1 -0.2
-0.1 0.1 0.2
0.1 -0.1 -0.2
-0.2 0.0 0.2
0.1 0.1 -0.2
0.0 -0.1 0.0
0.0 0.0 0.0
0.0 0.0 0.0
0.0 0.0 0.0
0.0 0.1 0.0
0.0 0.0 0.1
0.1 0.0 0.0
0.1 0.0 0.0
0.0 0.0 0.0
0.0 -0.1 0.0



2 unconnected molecules or ions with the total composition C3H11N2O, computed with ωB97M-V/def2-TZVPD.

Calculated values
Spin multiplicity: 2
LUMO (spin up / spin down) (eV): 6.942 / 6.890
Total charge: -2
HOMO (spin up / spin down) (eV): 4.42 / -0.07
Frontier orbital gap (spin up / spin down) (eV): 2.53 / 6.96

Geometry (Å):
1 C 2.551 -0.026 -1.600
2 O 1.781 -0.424 -0.565
3 H 3.198 -0.845 -2.030
4 H 1.967 0.357 -2.465
5 H 3.274 0.793 -1.347
6 C -0.709 -0.818 1.831
7 N -1.617 0.217 1.384
8 C -1.636 0.364 -0.078
9 N -0.496 0.970 -0.688
10 H -0.793 -0.928 2.915
11 H -0.903 -1.785 1.358
12 H 0.316 -0.556 1.562
13 H -2.580 -0.057 1.635
14 H -2.529 0.959 -0.275
15 H -1.793 -0.620 -0.544
16 H -0.462 1.947 -0.457
17 H 0.430 0.452 -0.637

Force components x, y, z for each atom (eV/Å):
0.0 -0.3 0.3
0.4 -0.1 0.0
0.0 0.1 0.0
0.0 0.1 -0.2
0.1 0.1 -0.1
0.0 0.1 -0.1
-0.2 0.1 -0.1
0.1 -0.3 0.2
-0.2 0.0 -0.5
0.1 0.0 0.2
-0.1 -0.2 -0.1
0.1 0.0 0.2
0.2 0.1 0.1
-0.3 0.1 -0.2
0.0 0.0 0.0
0.3 0.2 0.3
-0.4 0.1 0.3